P) Entry from OMol25: a cluster of 2 separate species, C2H3BrOS in total (ωB97M-V/def2-TZVPD).

Values from the calculation:
* molecular weight: 155.02 g mol⁻¹
* gap between HOMO and LUMO (spin up / spin down): 6.841 / 6.845 eV

```
! RIJCOSX wB97M-V def2-TZVPD def2/J DEFGRID3
* xyz 0 1
C 0.2022 -1.7138 -0.2747
C -0.7061 -0.5904 0.0922
O 0.4239 2.0094 -0.0032
S 1.1396 2.7401 -1.0319
Br 2.0143 -1.2870 0.0949
H -0.5167 0.4757 0.1206
H -1.7532 -0.7588 -0.2773
H -0.8040 -0.8752 1.2793
*
```


Q) Entry from OMol25: a structure of composition C2H3BrOS (ωB97M-V/def2-TZVPD).

Values from the calculation:
* molecular weight: 155.02 g mol⁻¹
* gap between HOMO and LUMO: 8.321 eV

```
! RIJCOSX wB97M-V def2-TZVPD def2/J DEFGRID3
* xyz 0 1
C -1.1073 -0.1746 -0.0057
C 1.3713 -0.5597 -0.1140
O 1.7329 0.5554 -0.3535
S -1.2852 1.5330 0.0382
Br -2.8128 -1.0043 0.1763
H 1.1434 -1.3584 -0.9199
H 1.0624 -0.9685 0.9193
H -0.1047 1.9771 0.2593
*
```


Order from most stable to least stable according to the calculation: Q), P)